Record 1
C24H37GeN3O9PS5Zr as an isolated structure. Source: OMol25; level of theory: ωB97M-V with the def2-TZVPD basis set.

```
! RIJCOSX wB97M-V def2-TZVPD def2/J DEFGRID3
* xyz -2 2
Zr 0.46 -1.16 -1.35
C 2.00 4.71 2.44
C 0.77 4.64 3.33
O 0.75 3.46 4.15
P 0.35 2.01 3.52
S -1.16 2.20 2.28
S 1.97 1.04 2.92
O -0.09 1.31 4.92
C -1.26 1.77 5.59
C -2.36 0.73 5.50
H 2.01 5.66 1.90
H 1.99 3.89 1.72
H 2.91 4.63 3.04
H -0.14 4.67 2.73
H 0.75 5.47 4.04
H -1.60 2.71 5.15
H -0.98 1.96 6.63
H -2.63 0.58 4.46
H -3.24 1.06 6.06
H -2.02 -0.22 5.91
O -0.97 2.19 -1.84
S -1.92 1.12 -2.10
O -3.31 1.44 -1.85
O -1.51 -0.12 -1.41
C -1.87 0.79 -3.86
C -2.25 1.93 -4.57
C -2.40 1.92 -5.95
C -2.17 0.74 -6.64
C -1.78 -0.39 -5.94
C -1.61 -0.40 -4.55
S -0.82 -2.07 -4.19
O -1.81 -3.01 -4.75
O 0.91 -0.06 -2.95
O -0.77 -2.32 -2.65
H -2.45 2.83 -4.01
H -2.69 2.82 -6.47
H -2.28 0.69 -7.71
H -1.59 -1.31 -6.48
S 2.13 -2.91 -0.44
C 1.29 -3.98 0.68
N 1.65 -3.84 2.02
C 0.99 -4.56 3.02
C 0.06 -5.50 2.68
C -0.27 -5.72 1.33
C 0.37 -4.92 0.34
H 2.23 -3.06 2.25
H 1.26 -4.31 4.03
H -0.43 -6.04 3.47
H -1.03 -6.44 1.05
H 0.10 -5.01 -0.71
C 4.83 -1.95 -3.63
Ge 2.91 -1.83 -4.07
C 2.30 -3.70 -4.22
C 2.73 -1.02 -5.86
C 2.13 -0.71 -2.69
H 5.27 -0.95 -3.58
H 5.38 -2.52 -4.38
H 4.96 -2.43 -2.66
H 3.07 -4.29 -4.72
H 1.38 -3.77 -4.81
H 2.12 -4.12 -3.23
H 3.16 -1.65 -6.63
H 3.21 -0.04 -5.88
H 1.66 -0.88 -6.08
H 2.90 -0.03 -2.30
O 0.90 0.71 -0.18
H 0.33 1.43 -0.51
H 1.09 0.88 0.77
N -2.58 -3.05 -0.54
C -2.09 -2.52 0.62
C -2.82 -2.67 1.82
C -2.30 -2.19 2.99
C -1.05 -1.57 2.98
C -0.40 -1.47 1.78
N -0.90 -1.91 0.61
H -3.57 -3.18 -0.58
H -2.14 -2.76 -1.41
H -3.78 -3.16 1.79
H -2.86 -2.28 3.91
H -0.60 -1.15 3.87
H 0.57 -0.99 1.74
*
```

- ⟨S²⟩: 0.77
- Total energy: -169656.592 eV

Results of the Löwdin charge analysis, in e, for atoms 1 through 4:
1. Zr 1.4538
2. C -0.1004
3. C -0.3422
4. O -0.3635


Record 2
C24H37N8OS2Ti as an isolated structure in a non-equilibrium geometry. Source: OMol25; level of theory: ωB97M-V with the def2-TZVPD basis set.

```
! RIJCOSX wB97M-V def2-TZVPD def2/J DEFGRID3
* xyz 3 1
Ti -0.24 1.47 0.18
C -1.93 0.94 2.85
C -2.27 -0.20 1.90
N -2.13 0.25 0.49
C -3.39 0.85 -0.03
C -3.66 2.26 0.48
S -2.17 3.32 0.34
C -1.91 3.90 2.05
C -0.80 3.12 2.76
N -0.77 1.70 2.33
H -1.71 0.54 3.84
H -2.78 1.61 2.97
H -3.29 -0.54 2.09
H -1.62 -1.05 2.07
H -2.00 -0.61 -0.05
H -4.25 0.22 0.23
H -3.34 0.88 -1.12
H -4.01 2.27 1.51
H -4.43 2.72 -0.14
H -2.86 3.86 2.57
H -1.63 4.95 1.97
H -0.95 3.19 3.84
H 0.17 3.57 2.54
H 0.07 1.31 2.74
C 1.00 5.00 -2.01
C 0.39 3.74 -1.54
N 0.70 3.19 -0.39
N 1.58 3.85 0.41
C 2.26 3.09 1.24
N 3.16 3.66 2.02
S 2.01 1.36 1.31
C -0.55 2.97 -2.35
C -1.07 3.43 -3.54
C -1.87 2.59 -4.31
C -2.06 1.28 -3.88
C -1.53 0.90 -2.66
N -0.83 1.73 -1.87
H 1.94 5.19 -1.49
H 0.34 5.85 -1.81
H 1.18 4.97 -3.08
H 3.37 4.64 1.90
H 3.76 3.11 2.61
H -0.85 4.44 -3.88
H -2.31 2.93 -5.23
H -2.61 0.57 -4.47
H -1.66 -0.12 -2.31
C 3.74 -5.55 -0.16
C 3.01 -4.59 0.77
N 1.55 -4.76 0.79
C 1.00 -6.00 1.35
C 0.53 -6.96 0.26
C 0.70 -3.76 0.52
O -0.50 -3.74 0.78
C 1.17 -2.55 -0.26
C 1.86 -2.60 -1.47
C 1.97 -1.43 -2.22
C 1.36 -0.28 -1.78
N 0.66 -0.24 -0.63
C 0.60 -1.35 0.11
H 4.81 -5.36 -0.08
H 3.44 -5.42 -1.20
H 3.57 -6.59 0.12
H 3.24 -3.56 0.52
H 3.37 -4.76 1.79
H 0.15 -5.74 1.98
H 1.77 -6.46 1.97
H -0.28 -6.52 -0.32
H 0.17 -7.88 0.72
H 1.35 -7.21 -0.42
H 2.30 -3.52 -1.82
H 2.50 -1.42 -3.16
H 1.42 0.64 -2.35
H 0.07 -1.32 1.05
*
```

- Total energy: -84221.096 eV

Results of the Löwdin charge analysis, in e, for atoms 1 through 4:
1. Ti 0.9282
2. C -0.1279
3. C -0.1268
4. N -0.1214


Record 3
A 6-piece molecular cluster, C24H38BrClN2O13P2 overall in a non-equilibrium geometry. Source: OMol25; level of theory: ωB97M-V with the def2-TZVPD basis set.

```
! RIJCOSX wB97M-V def2-TZVPD def2/J DEFGRID3
* xyz 0 1
N 4.35 -5.25 4.87
P 4.46 -4.30 3.57
C 2.95 -4.32 2.40
C 2.62 -5.71 1.52
N 1.92 -6.86 2.20
C 1.35 -5.02 0.67
O 1.02 -5.16 -0.61
O 0.67 -4.14 1.68
C 1.50 -3.72 2.86
Cl 1.43 -1.85 2.68
P 0.51 -4.43 4.30
O 1.35 -5.62 5.24
Br -1.22 -5.62 3.34
H 4.45 -4.61 5.71
H 4.82 -2.92 3.94
H 5.60 -4.78 2.79
H 3.29 -3.55 1.56
H 3.37 -5.96 0.64
H 1.37 -7.44 1.49
H 2.64 -7.45 2.66
H 1.41 -6.50 4.76
O 3.14 -0.99 0.14
C 2.37 -0.68 -0.76
C 0.88 -0.55 -0.62
C 0.43 -0.55 -2.05
C 1.61 0.04 -2.77
O 2.75 -0.37 -2.03
H 0.65 0.39 -0.12
H 0.46 -1.40 -0.06
H -0.50 0.00 -2.22
H 0.28 -1.59 -2.39
H 1.57 1.14 -2.79
H 1.69 -0.32 -3.80
O 1.42 3.02 -1.98
C 2.42 3.71 -1.86
C 3.56 3.77 -2.83
C 4.64 4.44 -2.01
C 3.84 5.30 -1.07
O 2.63 4.59 -0.83
H 3.27 4.37 -3.69
H 3.86 2.76 -3.14
H 5.35 5.01 -2.61
H 5.19 3.69 -1.44
H 3.59 6.28 -1.50
H 4.37 5.46 -0.12
O -2.15 -2.21 -2.75
C -2.98 -1.39 -2.38
C -4.41 -1.68 -2.05
C -5.03 -0.31 -2.06
C -3.88 0.57 -1.65
O -2.71 -0.06 -2.18
H -4.46 -2.15 -1.06
H -4.86 -2.33 -2.80
H -5.89 -0.22 -1.39
H -5.35 -0.06 -3.07
H -3.77 0.65 -0.57
H -3.97 1.58 -2.07
O 4.82 2.98 5.03
C 3.62 2.82 4.85
C 3.01 1.90 3.84
C 1.58 2.40 3.78
C 1.37 2.95 5.17
O 2.64 3.44 5.58
H 3.07 0.87 4.21
H 3.50 1.99 2.87
H 0.86 1.62 3.51
H 1.51 3.21 3.04
H 1.05 2.18 5.87
H 0.64 3.76 5.17
O -6.90 1.26 -1.73
C -6.99 1.97 -2.71
C -7.80 3.23 -2.80
C -7.86 3.47 -4.28
C -6.57 2.85 -4.77
O -6.32 1.76 -3.88
H -7.27 4.03 -2.28
H -8.79 3.09 -2.37
H -7.95 4.52 -4.56
H -8.71 2.93 -4.71
H -5.73 3.55 -4.71
H -6.66 2.48 -5.79
*
```

- SMILES: N=[PH2][C@H]1[C@@H](N)C(=O)O[C@@]1(Cl)P(O)Br.O=C1CCCO1.O=C1CCCO1.O=C1CCCO1.O=C1CCCO1.O=C1CCCO1
- Total energy: -156240.878 eV

Results of the Löwdin charge analysis, in e, for atoms 1 through 4:
1. N -0.3622
2. P 0.7080
3. C -0.3648
4. C -0.2244


Question: What is the formula in the second record?
Answer: C24H37N8OS2Ti